No. 1
Entry from OMol25: ArH26O13 as an isolated structure in a non-equilibrium geometry (the ωB97M-V functional and the def2-TZVPD basis).

Structure (XYZ):
```
40
ArH26O13 the ωB97M-V functional and the def2-TZVPD basis
Ar -0.051 0.353 0.348
O -0.605 -2.175 -2.303
H -1.163 -2.949 -2.372
H -1.039 -1.516 -2.844
O -3.607 1.526 -1.427
H -2.725 1.797 -1.682
H -3.553 1.391 -0.481
O 0.649 2.202 3.548
H 0.283 1.811 4.341
H 1.279 1.555 3.230
O -3.061 -2.034 0.599
H -3.235 -1.853 -0.324
H -3.142 -1.183 1.030
O 3.316 1.351 -2.004
H 4.147 0.938 -2.240
H 2.651 0.705 -2.242
O 0.327 3.626 0.556
H -0.361 4.152 0.965
H 0.529 2.950 1.202
O -1.050 -3.880 0.513
H -1.627 -3.117 0.483
H -1.040 -4.137 1.435
O 1.803 -0.783 -2.751
H 1.054 -1.241 -2.369
H 2.171 -1.405 -3.378
O 1.985 -3.042 -0.635
H 1.058 -3.082 -0.400
H 2.020 -3.378 -1.531
O -3.275 0.781 1.452
H -2.958 0.872 2.350
H -4.137 1.198 1.458
O 2.232 -0.055 2.917
H 2.950 0.146 3.518
H 2.661 -0.218 2.077
O 3.371 -0.717 0.470
H 3.164 -1.450 -0.111
H 3.070 0.058 -0.004
O -1.267 3.377 -1.436
H -2.063 3.895 -1.318
H -0.760 3.531 -0.639
```

Results
frontier orbital gap = 10.6814 eV
calculated total energy = -1521.238008 hartree
net charge = 0
LUMO energy = -0.0891 eV
relative energy (zero: lowest compared OMol25 entry of this formula, charge and spin) = 12.2 kcal per mole

Results of the Mulliken charge analysis, in e, for atoms 1 through 4: 0.05 -0.61 0.27 0.29

***

No. 2
Entry from OMol25: ArH30O15 as an isolated structure (the ωB97M-V functional and the def2-TZVPD basis).

Structure (XYZ):
```
46
ArH30O15 the ωB97M-V functional and the def2-TZVPD basis
Ar -0.168 0.251 -0.166
O 1.626 1.997 3.217
H 0.826 1.479 3.307
H 2.207 1.450 2.688
O 2.926 -1.838 -0.859
H 2.245 -2.428 -1.183
H 2.816 -1.844 0.092
O 0.890 1.626 -2.713
H 0.838 0.736 -3.061
H -0.022 1.896 -2.607
O -0.974 3.345 1.377
H -1.714 3.074 1.921
H -1.004 4.302 1.391
O -2.657 0.538 -2.519
H -2.622 -0.094 -1.801
H -2.188 1.304 -2.188
O -0.290 -3.052 1.044
H -0.087 -3.033 0.108
H 0.320 -3.694 1.408
O -3.149 -1.550 -0.518
H -3.205 -2.506 -0.542
H -2.716 -1.356 0.313
O 2.440 -1.579 1.828
H 2.818 -2.236 2.413
H 1.495 -1.710 1.899
O 0.432 -0.910 -3.662
H -0.279 -0.510 -4.162
H 0.866 -1.492 -4.286
O -2.143 -1.426 2.225
H -2.718 -1.876 2.844
H -1.604 -2.121 1.849
O -1.202 0.845 3.266
H -1.435 0.177 2.621
H -1.835 1.549 3.122
O 3.439 1.040 1.151
H 3.051 0.182 1.324
H 2.775 1.505 0.642
O 1.677 2.675 -0.185
H 1.408 2.089 -0.892
H 0.863 2.891 0.270
O -1.499 2.931 -1.638
H -1.624 3.079 -0.701
H -1.843 3.721 -2.055
O 0.389 -3.112 -1.808
H -0.196 -2.601 -2.368
H 0.828 -3.716 -2.407
```

Results
frontier orbital gap = 9.3359 eV
calculated total energy = -1674.120514 hartree
net charge = 0
LUMO energy = -0.3537 eV
relative energy (zero: lowest compared OMol25 entry of this formula, charge and spin) = 16.7 kcal per mole

Results of the Mulliken charge analysis, in e, for atoms 1 through 4: 0.01 -0.64 0.33 0.33

***

No. 3
Entry from OMol25: ArH30O15 as an isolated structure in a non-equilibrium geometry (the ωB97M-V functional and the def2-TZVPD basis).

Structure (XYZ):
```
46
ArH30O15 the ωB97M-V functional and the def2-TZVPD basis
Ar 0.253 -0.458 -0.033
O 0.773 -4.595 0.719
H 0.448 -5.423 0.364
H 1.397 -4.282 0.064
O 0.897 1.744 -3.143
H 0.845 2.215 -3.974
H 1.298 2.368 -2.538
O -3.069 0.732 0.101
H -2.666 1.376 -0.480
H -4.001 0.951 0.091
O 4.029 0.435 0.610
H 4.398 -0.148 -0.054
H 4.782 0.916 0.952
O -2.841 -2.090 -1.098
H -2.336 -2.534 -0.417
H -2.833 -1.168 -0.841
O -2.285 0.798 2.697
H -2.587 0.752 1.790
H -1.544 1.403 2.673
O 2.166 -1.024 2.653
H 2.552 -0.400 2.039
H 2.690 -1.819 2.548
O -0.918 3.785 0.629
H -0.674 4.244 1.432
H -0.105 3.376 0.330
O -1.655 2.047 -2.015
H -0.813 1.946 -2.458
H -2.285 2.177 -2.723
O 2.039 2.384 -0.681
H 1.757 2.574 0.214
H 2.573 1.593 -0.601
O 1.310 2.741 2.079
H 1.741 3.459 2.543
H 0.778 2.308 2.747
O -0.923 -1.672 3.210
H -0.048 -1.372 2.966
H -1.481 -0.903 3.096
O 1.921 -0.831 -3.426
H 1.250 -1.413 -3.068
H 1.554 0.048 -3.326
O -0.914 -2.044 -3.166
H -1.593 -1.891 -3.823
H -1.396 -2.199 -2.354
O -1.839 -3.442 1.056
H -0.976 -3.748 0.777
H -1.667 -2.919 1.839
```

Results
frontier orbital gap = 10.0539 eV
calculated total energy = -1674.142267 hartree
net charge = 0
LUMO energy = -0.2789 eV
relative energy (zero: lowest compared OMol25 entry of this formula, charge and spin) = 3.1 kcal per mole

Results of the Mulliken charge analysis, in e, for atoms 1 through 4: 0.02 -0.68 0.32 0.32

***

No. 4
Entry from OMol25: AsB2F14Sn as an isolated structure in a non-equilibrium geometry (the ωB97M-V functional and the def2-TZVPD basis).

Structure (XYZ):
```
18
AsB2F14Sn the ωB97M-V functional and the def2-TZVPD basis
Sn -0.401 -4.386 -6.561
As -4.596 -2.470 -6.292
F -4.242 -2.330 -4.642
F -6.078 -1.590 -5.879
F -5.066 -2.564 -8.092
F -2.991 -3.231 -6.720
F -5.237 -4.152 -6.102
F -3.857 -0.839 -6.536
B 0.073 -1.906 -9.206
F -1.077 -2.479 -8.718
F 1.041 -2.830 -8.872
F 0.127 -1.660 -10.497
F 0.328 -0.718 -8.543
B -1.464 -6.580 -9.170
F -2.126 -6.265 -8.078
F -2.093 -6.171 -10.253
F -0.260 -5.956 -9.072
F -1.510 -7.967 -9.173
```

Results
frontier orbital gap (alpha / beta) = 6.8960 / 1.7229 eV
calculated total energy = -3898.086257 hartree
net charge = 0
LUMO energy (alpha / beta) = -4.7818 / -9.9526 eV
spin multiplicity = 2

Results of the Mulliken charge analysis, in e, for atoms 1 through 4: 1.65 1.95 -0.37 -0.43

***

Look up the calculated total energy of the first one.
-1521.238008 hartree

***

What is the calculated total energy in the third record?
-1674.142267 hartree